No. 1
Density functional theory data (ωB97M-V/def2-TZVPD) for a cluster of 2 separate species, C21H30BF12NO4S in total.

Total energy (eV): -76069.879
Net charge: 0
Orbital gap (hartree): 0.3374
Highest occupied orbital energy (eV): -9.399
LUMO (eV): -0.218
2S+1: 1

Each line ends with the natural charge from an NBO analysis.
CARTESIAN COORDINATES (ANGSTROEM)
1 C 6.498 -0.516 1.986  -0.65
2 C 6.457 0.481 0.815  -0.06
3 O 5.204 0.495 0.150  -0.55
4 C 5.017 -0.581 -0.762  -0.09
5 C 3.606 -1.104 -0.557  -0.06
6 O 3.209 -1.800 -1.720  -0.54
7 C 2.138 -2.699 -1.557  -0.07
8 C 0.818 -2.030 -1.889  -0.09
9 O 0.695 -0.910 -1.014  -0.55
10 C -0.560 -0.345 -0.994  0.10
11 N -0.707 0.533 0.246  -0.29
12 C -2.156 1.037 0.128  -0.42
13 S -2.714 2.073 1.499  0.17
14 C -3.733 3.326 0.646  -0.52
15 C -3.293 4.761 0.980  -0.62
16 C 0.328 1.657 0.299  -0.26
17 C 0.790 2.385 -0.977  0.01
18 O 1.441 1.587 -1.927  -0.69
19 C -0.317 3.144 -1.711  0.96
20 F -0.997 2.258 -2.449  -0.30
21 F 0.160 4.124 -2.488  -0.31
22 F -1.161 3.709 -0.807  -0.33
23 C -0.562 -0.282 1.547  0.87
24 F -0.458 0.626 2.541  -0.32
25 F 0.621 -0.923 1.493  -0.31
26 C -1.659 -1.271 1.818  -0.19
27 C -2.652 -1.021 2.770  -0.14
28 C -3.633 -1.982 3.007  -0.20
29 C -3.626 -3.192 2.317  -0.14
30 C -2.618 -3.441 1.391  -0.16
31 C -2.546 -4.742 0.641  0.97
32 F -1.516 -5.506 1.065  -0.32
33 F -3.669 -5.467 0.779  -0.31
34 F -2.352 -4.527 -0.679  -0.32
35 C -1.634 -2.492 1.145  -0.10
36 H 7.275 -1.267 1.837  0.21
37 H 6.711 -0.010 2.925  0.22
38 H 5.535 -1.021 2.059  0.22
39 H 6.628 1.495 1.171  0.19
40 H 7.246 0.257 0.090  0.17
41 H 5.764 -1.362 -0.599  0.17
42 H 5.098 -0.199 -1.783  0.18
43 H 3.533 -1.727 0.341  0.16
44 H 2.959 -0.235 -0.394  0.17
45 H 2.112 -3.124 -0.548  0.17
46 H 2.288 -3.526 -2.256  0.20
47 H -0.019 -2.724 -1.759  0.18
48 H 0.853 -1.665 -2.921  0.20
49 H -1.360 -1.087 -0.977  0.22
50 H -0.751 0.310 -1.844  0.26
51 H -2.776 0.153 0.012  0.25
52 H -2.260 1.590 -0.801  0.33
53 H -4.739 3.156 1.020  0.22
54 H -3.706 3.125 -0.422  0.28
55 H -4.140 5.358 1.314  0.22
56 H -2.822 5.240 0.124  0.22
57 H -2.561 4.771 1.791  0.21
58 H 1.222 1.225 0.746  0.25
59 H -0.044 2.400 1.002  0.27
60 H 1.480 3.159 -0.619  0.21
61 H 2.387 1.747 -1.897  0.49
62 H -2.661 -0.087 3.309  0.25
63 H -4.405 -1.770 3.734  0.23
64 H -4.396 -3.928 2.506  0.24
65 H -0.833 -2.713 0.451  0.23
66 B -3.632 1.021 -3.098  1.35
67 F -3.637 2.158 -2.238  -0.59
68 F -2.781 0.046 -2.460  -0.61
69 F -4.911 0.509 -3.219  -0.56
70 F -3.081 1.358 -4.326  -0.56

=====

No. 2
Density functional theory data (ωB97M-V/def2-TZVPD) for a structure of composition C4H6O2.

Total energy (eV): -8339.810
Net charge: 0
Orbital gap (hartree): 0.4162
Highest occupied orbital energy (eV): -10.467
Energy relative to the best compared isomer or geometry (same formula, charge and spin) (kcal per mole): 15.0
LUMO (eV): 0.859
2S+1: 1

Each line ends with the natural charge from an NBO analysis.
CARTESIAN COORDINATES (ANGSTROEM)
1 C 1.431 -0.290 0.095  -0.61
2 C -0.071 -0.307 0.331  -0.36
3 C -0.865 1.004 0.293  -0.07
4 O -1.764 0.451 -0.707  -0.49
5 C -1.004 -0.680 -0.818  0.79
6 O -1.128 -1.568 -1.604  -0.54
7 H 1.917 0.392 0.801  0.22
8 H 1.859 -1.285 0.241  0.23
9 H 1.677 0.039 -0.920  0.22
10 H -0.330 -0.906 1.210  0.23
11 H -0.324 1.859 -0.125  0.18
12 H -1.398 1.291 1.202  0.19